1.
{
  "formula": "C23H64O13",
  "method": "the ωB97M-V functional and the def2-TZVPD basis",
  "elements": ["C", "C", "C", "O", "H", "H", "H", "H", "H", "H", "H", "H", "C", "C", "C", "O", "H", "H", "H", "H", "H", "H", "H", "H", "C", "C", "C", "O", "H", "H", "H", "H", "H", "H", "H", "H", "C", "C", "C", "O", "H", "H", "H", "H", "H", "H", "H", "H", "C", "C", "C", "O", "H", "H", "H", "H", "H", "H", "H", "H", "O", "C", "C", "O", "H", "H", "H", "H", "H", "H", "O", "C", "C", "O", "H", "H", "H", "H", "H", "H", "O", "C", "C", "O", "H", "H", "H", "H", "H", "H", "O", "C", "C", "O", "H", "H", "H", "H", "H", "H"],
  "positions_angstrom": [[4.523764, -3.937964, 2.105259], [3.557617, -4.773273, 2.927815], [2.462531, -3.903934, 3.511037], [2.898384, -5.733987, 2.076827], [4.985569, -3.167576, 2.728813], [4.009091, -3.505695, 1.249314], [5.360640, -4.530436, 1.719050], [4.087942, -5.325444, 3.710087], [2.786991, -3.347678, 4.388918], [1.591086, -4.505266, 3.769751], [2.145850, -3.184504, 2.750733], [3.520272, -6.440280, 1.878865], [0.311090, -2.302096, -6.283136], [-0.090876, -1.515082, -5.054847], [-1.163207, -2.188692, -4.255726], [1.054549, -1.378778, -4.162481], [1.172103, -1.866145, -6.789197], [-0.515156, -2.353994, -6.996555], [0.534439, -3.331467, -5.993979], [-0.396616, -0.500271, -5.334378], [-2.056261, -2.322873, -4.875092], [-1.453376, -1.611095, -3.379791], [-0.879849, -3.187380, -3.925119], [1.816803, -1.046718, -4.647904], [-0.067731, 0.365176, 0.385644], [0.536718, -0.499660, -0.701660], [0.123635, -1.938982, -0.573737], [0.110960, 0.032225, -1.965575], [0.480109, 0.290471, 1.321762], [-1.124053, 0.112781, 0.534388], [-0.090870, 1.418798, 0.092449], [1.632737, -0.465501, -0.669207], [0.482443, -2.330626, 0.384629], [0.662033, -2.537124, -1.317511], [-0.946506, -2.083349, -0.695367], [0.566466, -0.436604, -2.687781], [-0.864346, -1.911864, 3.203086], [-1.003013, -0.613088, 3.943354], [-2.468866, -0.236942, 4.181525], [-0.317779, -0.808968, 5.205991], [-1.188160, -1.826514, 2.164900], [-1.402664, -2.731977, 3.677360], [0.191683, -2.189301, 3.172970], [-0.501022, 0.192578, 3.406451], [-2.619317, 0.133617, 5.197645], [-3.167447, -1.067346, 4.057474], [-2.794026, 0.550902, 3.497417], [-0.179638, 0.056463, 5.601622], [-2.169124, 5.438459, 1.183727], [-1.201697, 4.371604, 1.616733], [-1.812610, 3.430978, 2.633482], [-0.666214, 3.657678, 0.490574], [-3.021280, 5.009755, 0.641573], [-1.709698, 6.168802, 0.517563], [-2.580277, 5.949200, 2.056177], [-0.353023, 4.879534, 2.086802], [-2.837804, 3.175274, 2.344352], [-1.867738, 3.913153, 3.610787], [-1.229614, 2.519145, 2.741237], [-1.367794, 3.137080, 0.076226], [4.119931, 0.722004, 1.094416], [3.502653, -0.251683, 1.923977], [3.034711, 0.335349, 3.232012], [1.909198, 1.175028, 2.995151], [3.521080, 1.479474, 1.037964], [2.640948, -0.695241, 1.411082], [4.253602, -1.027456, 2.074782], [3.812770, 0.920449, 3.728258], [2.720091, -0.460375, 3.913954], [2.222488, 2.060961, 2.775744], [-0.254352, 4.604163, -3.910214], [-1.549576, 4.042540, -3.923844], [-1.541501, 2.569998, -3.625515], [-1.382088, 2.341498, -2.214043], [0.107376, 4.394448, -3.034638], [-2.225505, 4.582624, -3.247561], [-1.970774, 4.169353, -4.927486], [-0.684102, 2.146603, -4.158075], [-2.466250, 2.096858, -3.979851], [-0.833573, 1.541339, -2.123314], [1.998289, 3.362993, 1.170172], [2.469358, 4.481252, 0.414089], [2.024669, 4.441166, -1.046252], [0.810338, 5.124520, -1.256727], [1.042582, 3.306201, 1.008857], [2.147839, 5.414826, 0.891103], [3.556733, 4.458794, 0.509567], [1.946791, 3.384836, -1.335620], [2.794151, 4.912780, -1.658959], [0.167343, 4.745194, -0.643085], [-5.709196, -4.078805, -2.686952], [-4.927527, -3.189609, -1.881957], [-3.735257, -3.931087, -1.357419], [-2.833675, -4.237944, -2.429483], [-5.888878, -3.657052, -3.529299], [-4.609531, -2.311172, -2.447466], [-5.546133, -2.828772, -1.050463], [-4.028382, -4.847810, -0.843374], [-3.140455, -3.326714, -0.669693], [-2.974036, -5.136731, -2.735165]],
  "forces_ev_per_angstrom": [[0.629, -0.296, 0.203], [-0.212, -0.218, -0.456], [-0.190, 0.014, -0.157], [0.061, 0.108, 0.194], [-0.177, 0.137, -0.101], [-0.072, 0.174, 0.075], [-0.162, -0.108, 0.012], [0.007, 0.140, 0.105], [0.088, -0.003, 0.019], [0.081, -0.023, 0.111], [-0.026, 0.000, 0.042], [0.016, 0.046, -0.065], [-0.277, -0.289, -0.040], [0.786, 0.299, 0.175], [-0.713, -0.239, -0.050], [-0.171, -0.096, -0.028], [0.038, 0.018, -0.008], [0.036, 0.131, 0.018], [0.177, 0.058, -0.012], [-0.106, -0.061, -0.057], [0.053, 0.097, 0.038], [0.081, 0.047, 0.013], [0.218, 0.058, 0.024], [-0.082, 0.009, -0.110], [-0.364, 0.406, -0.247], [-0.115, 0.327, -0.230], [0.859, -0.668, -0.015], [0.036, 0.107, 0.134], [-0.072, -0.068, 0.055], [0.089, -0.234, 0.102], [0.430, -0.206, -0.024], [-0.014, 0.217, 0.116], [-0.348, 0.035, 0.078], [-0.294, 0.026, -0.124], [-0.108, 0.018, 0.090], [-0.071, -0.085, -0.028], [0.598, -0.246, -0.495], [-0.260, -0.122, 0.864], [-0.306, 0.297, -0.021], [-0.123, 0.034, -0.368], [-0.194, 0.057, 0.053], [-0.114, 0.112, 0.127], [-0.043, -0.011, 0.002], [0.101, -0.024, -0.085], [0.129, 0.073, -0.040], [0.205, -0.136, -0.015], [0.019, -0.022, -0.030], [0.005, 0.017, 0.010], [-0.577, 0.186, -0.382], [0.148, 0.201, 0.429], [-0.307, -0.073, 0.084], [-0.284, 0.224, 0.390], [0.102, -0.087, 0.081], [0.100, 0.029, 0.090], [0.095, 0.075, -0.018], [0.193, -0.228, -0.208], [0.094, -0.131, -0.011], [-0.010, 0.017, -0.025], [0.108, -0.064, -0.021], [0.036, -0.015, -0.320], [-0.129, 0.160, 0.018], [0.392, 0.080, -0.120], [-0.264, -0.012, 0.121], [-0.126, 0.074, 0.349], [-0.079, -0.012, -0.141], [-0.015, -0.093, 0.073], [-0.047, -0.016, 0.089], [0.232, -0.174, -0.087], [-0.076, 0.036, -0.060], [-0.118, 0.051, -0.190], [-0.166, -0.331, 0.108], [-0.297, 0.228, -0.443], [0.025, -0.216, 0.627], [0.056, 0.210, -0.393], [0.131, 0.486, 0.034], [0.039, -0.132, 0.149], [0.224, 0.105, -0.003], [-0.097, -0.140, -0.077], [0.044, 0.031, 0.034], [-0.016, -0.107, 0.127], [0.072, 0.086, -0.023], [0.332, -0.064, 0.275], [0.427, -0.054, 0.499], [0.113, 0.221, -0.330], [0.006, -0.279, 0.018], [-0.122, 0.044, -0.184], [0.001, -0.102, -0.189], [0.045, 0.015, -0.092], [-0.157, 0.062, -0.108], [-0.256, -0.191, -0.049], [0.138, 0.172, 0.077], [-0.558, 0.026, 0.128], [0.861, -0.247, -0.421], [0.050, 0.011, 0.101], [-0.005, -0.027, -0.013], [0.110, -0.080, -0.080], [0.064, -0.065, 0.008], [-0.164, 0.046, 0.057], [-0.294, 0.139, 0.145], [-0.203, 0.018, 0.024]],
  "de_lowest_ev": 0.0000,
  "homo_lumo_gap_ev": 10.095,
  "fmax_ev_per_a": 1.09,
  "total_energy_ev": -51505.292,
  "lumo_energy_ha": 0.01970,
  "homo_energy_ev": -9.559,
  "smiles": "CC(C)O.CC(C)O.CC(C)O.CC(C)O.CC(C)O.OCCO.OCCO.OCCO.OCCO"
}

2.
{
  "formula": "C4H6FNOS",
  "method": "the ωB97M-V functional and the def2-TZVPD basis",
  "elements": ["C", "C", "C", "F", "N", "O", "C", "S", "H", "H", "H", "H", "H", "H"],
  "positions_angstrom": [[-0.458817, 1.558313, -0.034138], [-0.589850, 0.048804, -0.049287], [-1.958852, -0.588689, -0.017414], [-1.904627, -1.947683, -0.072734], [0.409506, -0.800530, -0.017261], [1.636694, -0.123538, -0.000135], [2.670734, -0.972255, 0.068484], [4.195725, -0.521267, -0.072504], [-0.231689, 1.975579, 0.966943], [0.335564, 1.904120, -0.711417], [-1.415643, 2.003822, -0.349699], [-2.417066, -0.230312, 0.916683], [-2.623735, -0.296974, -0.824672], [2.352051, -2.009394, 0.197155]],
  "forces_ev_per_angstrom": [[-0.349, 0.119, -0.069], [2.193, -1.298, 0.030], [0.096, 0.570, 0.228], [0.069, -0.368, 0.372], [-2.124, 1.386, -0.083], [0.166, 0.446, 0.015], [-0.385, -0.531, -0.126], [0.309, 0.253, 0.057], [-0.044, -0.507, -0.402], [-0.275, -0.257, 0.213], [0.327, -0.113, 0.053], [-0.111, -0.390, -0.002], [0.183, 0.522, -0.298], [-0.055, 0.166, 0.012]],
  "de_lowest_ev": 2.7700,
  "homo_lumo_gap_ev": 9.314,
  "fmax_ev_per_a": 2.55,
  "total_energy_ev": -21333.135,
  "lumo_energy_ha": 0.01398,
  "homo_energy_ev": -8.934,
  "smiles": "C/C(CF)=N\\OC=S"
}

3.
{
  "formula": "CH4F9KN3O17S7",
  "method": "the ωB97M-V functional and the def2-TZVPD basis",
  "elements": ["K", "N", "S", "O", "O", "F", "S", "O", "O", "F", "N", "S", "O", "O", "F", "S", "O", "O", "F", "N", "S", "O", "O", "F", "S", "O", "O", "F", "C", "F", "F", "F", "S", "O", "O", "O", "O", "H", "H", "O", "H", "H"],
  "positions_angstrom": [[-1.856586, 3.516303, 3.641517], [-1.227821, 1.056725, 2.560871], [-1.050633, 0.957721, 0.963744], [-1.828498, -0.039836, 0.327709], [0.223836, 1.301164, 0.450143], [-1.980184, 2.299839, 0.721925], [-0.142039, -0.033236, 3.162329], [1.222632, 0.356629, 3.178887], [-0.532620, -1.366655, 2.865878], [-0.604424, 0.173292, 4.709815], [0.049250, -3.384391, -1.566190], [0.744407, -4.518779, -2.543704], [1.242344, -5.701216, -1.906421], [1.376140, -4.046314, -3.743548], [-0.661240, -5.044377, -3.170998], [1.239560, -3.164663, -0.563495], [2.454276, -2.671888, -1.145028], [1.352223, -4.070966, 0.539898], [0.644835, -1.834432, 0.115470], [-2.278081, 4.500122, -3.126207], [-2.845815, 3.039557, -2.669249], [-1.849353, 2.205798, -2.079010], [-3.797638, 2.398742, -3.518864], [-3.716646, 3.542839, -1.413809], [-2.145913, 4.368070, -4.691285], [-3.367653, 4.522486, -5.431872], [-1.090754, 3.485937, -5.097348], [-1.456892, 5.829279, -4.930116], [4.810997, -0.420866, 3.563793], [5.728955, 0.561382, 3.418416], [5.423252, -1.359690, 4.327523], [3.779767, 0.043972, 4.261875], [4.322122, -1.176374, 1.897033], [3.747982, -2.440511, 2.297307], [3.373818, -0.246754, 1.328797], [5.609886, -1.222425, 1.212833], [-3.871243, 0.482611, 3.497207], [-4.376964, 1.238883, 3.186849], [-2.940297, 0.662890, 3.225378], [-1.408080, -1.347151, -2.967283], [-1.424641, -0.505496, -2.495161], [-0.892266, -1.948220, -2.395608]],
  "forces_ev_per_angstrom": [[0.272, -0.718, -0.578], [1.551, -0.677, 0.483], [-1.450, 1.317, -2.398], [-0.004, -0.323, 0.464], [0.043, 0.061, 0.628], [0.275, 0.085, 0.546], [0.093, -0.783, 1.291], [-0.759, 0.386, -0.115], [0.072, 0.347, -0.001], [-0.202, 0.308, -0.081], [1.336, -2.346, -1.602], [-2.600, -0.413, -2.143], [0.287, 0.454, 0.102], [0.232, 0.090, 0.901], [0.114, 0.099, 0.345], [1.624, 3.239, 3.904], [-0.278, -0.785, -0.494], [-0.455, -0.171, -0.712], [-0.162, -0.660, -0.365], [-1.155, -1.738, 0.090], [0.558, -0.445, 1.700], [-0.106, 0.519, -0.198], [-0.144, 0.520, -0.260], [0.086, 0.159, -0.192], [1.223, 2.070, -1.179], [0.499, -0.495, -0.018], [-0.898, -0.082, -0.351], [-0.202, -0.279, 0.233], [0.349, -0.904, -1.058], [-0.240, 0.403, 0.195], [-0.024, 0.014, 0.268], [-0.016, 0.325, 0.279], [-0.319, 0.091, -0.695], [0.454, 0.051, 0.287], [0.452, 0.248, 0.383], [-0.170, -0.130, 0.547], [0.207, 0.533, 0.472], [-0.059, -0.161, -0.287], [-0.307, -0.406, -0.258], [-0.018, 0.006, 0.124], [0.015, -0.074, -0.015], [-0.173, 0.265, -0.240]],
  "homo_lumo_gap_ev": 4.261,
  "fmax_ev_per_a": 5.33,
  "total_charge": -3,
  "total_energy_ev": -157008.532,
  "lumo_energy_ha": 0.10996,
  "homo_energy_ev": -1.269
}